(1)
# FeH34O21S

A molecular structure, FeH34O21S at a distorted geometry (wB97M-V/def2-TZVPD, the Open Molecules 2025 dataset).

```
57
Properties=species:S:1:pos:R:3:nbo_charge:R:1
Fe 0.86238 -9.28541 -19.10335 2.028
S 1.95220 -7.33936 -21.50829 2.741
O 3.06455 -7.90518 -22.28759 -1.040
O 2.36330 -6.14152 -20.84095 -1.027
O 0.90324 -7.05004 -22.42518 -1.041
O 1.43724 -8.31572 -20.54816 -0.990
O 3.78787 -5.43130 -18.81944 -0.991
H 3.22178 -5.66515 -19.52893 0.492
H 4.56855 -4.93497 -19.10946 0.514
O 2.74393 -9.44173 -18.48418 -0.981
H 3.43662 -9.64967 -19.13411 0.589
H 3.12462 -9.35666 -17.62751 0.539
O 0.70334 -7.82560 -24.73317 -0.999
H 1.41687 -8.45010 -24.91699 0.489
H 0.74191 -7.60489 -23.77854 0.459
O 1.14812 -3.82710 -20.84460 -0.959
H 1.52265 -4.72542 -20.70121 0.471
H 1.80745 -3.18657 -20.66596 0.469
O 5.51779 -7.23513 -22.39220 -0.985
H 4.55063 -7.43095 -22.50081 0.484
H 5.61285 -6.26272 -22.40641 0.502
O 0.47767 -10.49203 -22.92069 -0.984
H 0.04173 -11.33534 -23.17360 0.496
H -0.15497 -9.77437 -22.93541 0.515
O 3.43309 -10.29215 -21.27059 -0.978
H 3.40057 -9.52230 -21.77270 0.499
H 3.07568 -11.03283 -21.74852 0.467
O -1.45103 -8.39729 -22.43200 -1.009
H -1.90102 -8.28491 -23.29714 0.522
H -0.67300 -7.88831 -22.39735 0.492
O 0.89353 -10.97158 -20.23551 -0.999
H 1.39549 -11.79644 -20.05793 0.536
H 0.78679 -10.97345 -21.19715 0.548
O 0.57873 -7.60141 -17.95894 -1.003
H 0.76848 -6.65845 -18.09051 0.557
H -0.11736 -7.65093 -17.27422 0.524
O 4.90109 -7.84094 -19.73831 -1.024
H 5.17047 -7.58371 -20.64697 0.507
H 4.61563 -7.02404 -19.35300 0.471
O 3.93067 -4.88565 -22.30408 -0.990
H 3.28108 -5.22119 -21.65635 0.457
H 3.47117 -5.29466 -23.04226 0.480
O -1.13130 -9.05687 -19.65941 -0.989
H -1.44538 -8.16566 -19.84376 0.548
H -1.55125 -9.65782 -20.34851 0.559
O 1.22946 -5.11955 -18.21421 -0.988
H 0.87171 -4.26227 -18.42366 0.524
H 2.16016 -5.06844 -18.32556 0.504
O -0.80649 -5.08500 -22.96928 -0.943
H -0.25072 -5.81860 -22.74731 0.459
H -0.44916 -4.77718 -23.76388 0.473
O 2.66726 -5.74163 -24.69618 -0.955
H 3.52891 -5.98133 -24.99084 0.480
H 2.14331 -6.52274 -24.58737 0.483
O 3.26467 -8.98008 -24.73338 -0.969
H 3.10124 -9.93083 -24.69351 0.475
H 3.08640 -8.54163 -23.86066 0.490
```

Summary:
Charge: +1
Frontier orbital gap (alpha / beta), eV: 7.58 / 4.36
2S+1: 6
Energy relative to the best compared isomer or geometry (same formula, charge and spin), kcal per mole: 0.00
<S²>: 8.758

***

(2)
# H10HfO6

A molecular structure, H10HfO6 at a distorted geometry (wB97M-V/def2-TZVPD, the Open Molecules 2025 dataset).

```
17
Properties=species:S:1:pos:R:3:lowdin_charge:R:1
Hf 6.00577 -4.83759 -29.86792 1.625
O 7.70250 -4.40901 -30.67941 -0.299
H 8.40758 -4.63989 -31.35065 0.120
O 5.30065 -5.87461 -31.32822 -0.269
H 5.13115 -6.27317 -32.15856 0.045
O 6.62752 -3.67362 -28.31380 -0.069
H 5.89302 -3.13476 -27.89044 0.167
H 7.10889 -4.08947 -27.54847 0.168
O 6.88646 -6.45037 -28.92626 -0.065
H 6.20715 -7.09556 -28.63327 0.142
H 7.42185 -7.07277 -29.51348 0.182
O 9.94190 -2.80829 -30.11584 -0.062
H 9.72941 -1.90020 -30.39794 0.057
H 9.30679 -3.43941 -30.52066 -0.022
O 5.10136 -3.13066 -30.53176 -0.062
H 4.20020 -3.02186 -30.93840 0.174
H 5.58915 -2.33159 -30.85442 0.168
```

Summary:
Charge: +2
Frontier orbital gap, eV: 7.90

***

(3)
# H10IO5

6 unconnected molecules or ions with the total composition H10IO5 (wB97M-V/def2-TZVPD, the Open Molecules 2025 dataset).

```
16
Properties=species:S:1:pos:R:3:nbo_charge:R:1
I -0.21406 0.19290 1.66624 -1.000
O -1.66031 6.14171 -0.13138 -0.940
H -1.70016 5.26503 0.25082 0.479
H -2.52707 6.27605 -0.51466 0.461
O 6.29695 -0.87916 1.17095 -0.942
H 6.47669 -1.79274 0.94891 0.462
H 5.34425 -0.83496 1.25251 0.479
O -1.69393 -3.22843 -3.36479 -0.944
H -2.59070 -2.90899 -3.46472 0.463
H -1.37444 -2.80190 -2.56966 0.481
O -1.94387 -3.97089 6.15663 -0.944
H -1.49294 -3.44950 5.49252 0.480
H -2.59003 -4.47828 5.66545 0.463
O 0.20442 2.23692 -4.40338 -0.942
H 0.17835 1.98782 -3.47953 0.480
H -0.71314 2.24445 -4.67589 0.462
```

Summary:
Charge: -1
Frontier orbital gap, eV: 6.53
Energy relative to the best compared isomer or geometry (same formula, charge and spin), kcal per mole: 32.85

***

(4)
# H10IO5

6 unconnected molecules or ions with the total composition H10IO5 at a distorted geometry (wB97M-V/def2-TZVPD, the Open Molecules 2025 dataset).

```
16
Properties=species:S:1:pos:R:3:nbo_charge:R:1
I 0.72506 0.63287 0.21369 -0.887
O 2.98706 -2.10213 0.69569 -0.963
H 2.37706 -1.43113 0.99969 0.491
H 2.65906 -2.65713 0.09769 0.462
O -0.21894 -2.84413 1.31769 -0.973
H -1.02794 -2.91113 1.68469 0.452
H -0.01894 -1.89013 1.05269 0.500
O -0.70994 -1.52713 -2.31131 -1.001
H -0.43894 -0.78513 -1.62931 0.505
H -1.55094 -1.98413 -2.03531 0.463
O -0.76694 3.56287 1.64269 -0.927
H -0.33494 2.88887 1.23469 0.472
H -0.74094 3.03587 2.61369 0.443
O -0.86994 3.08187 -2.00631 -0.986
H -1.62694 2.52687 -2.31231 0.455
H -0.44294 2.40287 -1.25831 0.492
```

Summary:
Charge: -1
Frontier orbital gap, eV: 8.56
Energy relative to the best compared isomer or geometry (same formula, charge and spin), kcal per mole: 40.58

***

(5)
# H10N2Si4

H10N2Si4 in the gas phase at a distorted geometry (wB97M-V/def2-TZVPD, the Open Molecules 2025 dataset).

```
16
Properties=species:S:1:pos:R:3:nbo_charge:R:1
N -0.28832 0.67166 0.35304 -1.724
N 1.53855 -1.65069 -0.26812 -1.598
Si -0.64543 1.95519 -0.76028 1.103
Si 1.35619 -0.11316 0.50091 1.537
Si -1.45781 0.35258 1.64448 1.090
Si 1.15788 -2.64915 -1.45670 1.464
H 0.15531 1.69281 -2.00907 -0.173
H -2.13562 1.60926 -0.90856 -0.206
H 2.31575 0.65478 -0.24671 -0.210
H 1.73486 -0.27742 1.97218 -0.186
H -2.34451 1.54700 1.72622 -0.158
H -0.44909 -0.09389 2.75191 -0.164
H -2.16068 -0.88618 1.34519 -0.191
H -0.75360 3.45320 -0.46958 -0.172
H -0.17058 -2.79056 -2.12067 -0.203
H 2.14710 -3.47542 -2.05424 -0.207
```

Summary:
Frontier orbital gap, eV: 9.05
SMILES string: [SiH2]=N[SiH2]N([SiH3])[SiH3]
Energy relative to the best compared isomer or geometry (same formula, charge and spin), kcal per mole: 27.56

***

(6)
# H10NaO5

A molecular structure, H10NaO5 at a distorted geometry (wB97M-V/def2-TZVPD, the Open Molecules 2025 dataset).

```
16
Properties=species:S:1:pos:R:3:nbo_charge:R:1
Na 0.52037 -0.37349 -0.54766 0.944
O 0.83888 -1.75935 1.48475 -0.972
H 0.18141 -2.33559 1.83479 0.494
H 1.09018 -1.06699 2.08726 0.489
O -1.17128 0.56458 0.77541 -0.957
H -2.00979 0.25151 1.16733 0.486
H -1.22131 1.45278 0.96339 0.482
O 2.00164 1.08430 0.37813 -0.970
H 1.74139 1.95478 0.56810 0.485
H 2.91875 1.05025 0.54884 0.497
O 0.03003 1.31839 -1.98084 -0.963
H 0.64909 2.00424 -1.98403 0.482
H -0.44584 1.42258 -2.77354 0.494
O -1.32558 -1.85018 -0.81250 -0.957
H -1.84350 -2.38142 -1.38203 0.492
H -1.95443 -1.33639 -0.32741 0.475
```

Summary:
Charge: +1
Frontier orbital gap, eV: 11.95
Energy relative to the best compared isomer or geometry (same formula, charge and spin), kcal per mole: 11.30

***

(7)
# H10O4S

5 unconnected molecules or ions with the total composition H10O4S at a distorted geometry (wB97M-V/def2-TZVPD, the Open Molecules 2025 dataset).

```
15
Properties=species:S:1:pos:R:3:nbo_charge:R:1
S 0.15042 3.40110 0.48997 -0.297
H 0.49338 4.58043 1.07181 0.146
H 1.25436 3.44669 -0.31431 0.151
H -1.09808 0.26768 -1.62408 0.474
H -1.33346 -1.06598 -1.06771 0.495
O -0.91136 -0.22762 -0.80316 -0.976
H 1.10734 0.00468 1.91821 0.478
H 0.72102 -0.16142 0.47554 0.495
O 1.49670 -0.22916 1.06984 -0.968
H 1.22117 -1.93917 0.06023 0.502
H 1.64687 -3.27835 -0.50987 0.479
O 0.84829 -2.78809 -0.26272 -0.979
H -0.90833 -2.87597 -0.93459 0.499
H -2.07737 -3.24229 0.01965 0.477
O -1.86834 -3.00272 -0.87802 -0.977
```

Summary:
Frontier orbital gap, eV: 10.46
SMILES string: O.O.O.O.S
Energy relative to the best compared isomer or geometry (same formula, charge and spin), kcal per mole: 6.44

***

(8)
# H10O5

5 unconnected molecules or ions with the total composition H10O5 at a distorted geometry (wB97M-V/def2-TZVPD, the Open Molecules 2025 dataset).

```
15
Properties=species:S:1:pos:R:3:nbo_charge:R:1
H 1.36519 0.14623 -1.37685 0.464
H 1.66247 -1.17209 -0.71810 0.462
H -2.70498 -0.59556 -0.70937 0.471
H -2.67009 -1.82289 -1.64934 0.479
H 1.24935 0.41341 3.06523 0.466
H 0.18883 1.21349 3.78044 0.467
H 2.21188 4.14868 2.39908 0.456
H 2.31363 2.89340 1.74499 0.459
H -1.60207 -2.70204 -2.48841 0.498
H -2.01429 -2.05042 -3.93866 0.486
O 0.99382 -0.73843 -1.23399 -0.926
O -2.10685 -1.22611 -1.16941 -0.965
O 0.80085 1.27286 3.05269 -0.933
O 2.62458 3.24799 2.56392 -0.914
O -2.31239 -2.61533 -3.22683 -0.969
```

Summary:
Frontier orbital gap, eV: 11.34
SMILES string: O.O.O.O.O
Energy relative to the best compared isomer or geometry (same formula, charge and spin), kcal per mole: 47.92